This record from OMol25 describes a structure of composition C22H35BrO2P2Pb at a distorted geometry. The level of theory is ωB97M-V/def2-TZVPD.

```
! RIJCOSX wB97M-V def2-TZVPD def2/J DEFGRID3
* xyz 0 1
P -0.16843 -1.96468 -3.73488
P 0.16624 1.28756 -3.71888
C -0.39209 -0.99720 -5.31087
C 0.30881 0.37191 -5.31752
H -1.47937 -0.91180 -5.47930
H 0.03334 -1.64077 -6.09589
H 1.38480 0.28243 -5.54477
H -0.15583 1.02092 -6.07410
C -1.47171 2.05022 -3.95425
H -1.70137 2.72364 -3.11973
H -2.25211 1.28036 -4.01914
H -1.43837 2.61978 -4.89143
C 1.33337 2.67060 -3.93022
H 0.96611 3.31900 -4.73857
H 2.32285 2.26358 -4.18454
H 1.39748 3.23300 -2.98769
C -1.22130 -3.41209 -4.07390
H -1.23694 -4.07770 -3.20087
H -0.81544 -3.93765 -4.94877
H -2.24090 -3.05747 -4.28247
C 1.52062 -2.58560 -4.07222
H 2.23041 -1.75163 -4.14723
H 1.47241 -3.11965 -5.02878
H 1.84182 -3.26634 -3.27623
Pb -1.61209 -1.08684 3.44890
C 0.71978 1.33971 -0.24295
C -0.50308 1.28703 -0.80967
C -1.21842 0.09800 -1.38048
C -1.34128 -1.22319 -0.58691
C -0.29896 -2.19992 -1.09539
C 1.02559 -1.95625 -0.90607
C 1.67551 -0.72083 -1.40972
C 1.86861 0.39679 -0.35740
C 0.34957 -2.03037 3.91392
H 0.96279 2.24693 0.32519
H -1.10322 2.21234 -0.80624
H -0.73304 -0.21082 -2.33409
H -2.22139 0.41875 -1.70657
H -1.26870 -1.03632 0.50362
H -2.34478 -1.64470 -0.77168
H -0.65429 -3.21632 -1.30149
H 1.67521 -2.70316 -0.42723
H 1.10070 -0.27881 -2.25085
H 2.66208 -0.97672 -1.83603
H 2.12985 -0.05594 0.61102
H 2.76468 0.97454 -0.64589
H 1.00165 -1.26393 4.35663
H 0.78273 -2.44244 2.99038
H 0.14932 -2.82303 4.65085
Br 2.03916 1.23191 5.77483
C 0.66827 1.76616 6.96904
C 0.95816 2.57378 8.07181
C -0.04732 2.87286 9.00179
C -1.30772 2.27575 8.88765
C -1.61556 1.51019 7.76378
C -0.65307 1.31313 6.76942
C -1.04126 0.54701 5.55047
O -1.62470 -0.59236 5.73773
O -0.81461 0.99965 4.37534
H 1.96380 2.96719 8.19285
H 0.16450 3.56318 9.81643
H -2.06109 2.40232 9.66742
H -2.60182 1.06429 7.62186
*
```

Computed properties:
* Kohn-Sham gap: 6.7 eV
* energy above the lowest of the compared OMol25 structures with the same formula, charge and spin: 192.8 kJ/mol

natural (NBO) atomic charge list, values in e, 4 entries: 0.9313, 0.8766, -0.7219, -0.7235

This record from OMol25 describes a structure of composition C22H35EuNO2P2S2 at a distorted geometry. The level of theory is ωB97M-V/def2-TZVPD.

```
! RIJCOSX wB97M-V def2-TZVPD def2/J DEFGRID3
* xyz 0 8
P 0.18852 -1.68260 -0.02301
P -0.10971 1.71980 -0.02404
C -0.19404 -0.68323 -1.52721
C 0.36931 0.76358 -1.47976
H -1.29923 -0.67502 -1.60131
H 0.24423 -1.23724 -2.37047
H 1.47696 0.76084 -1.47735
H -0.03217 1.38134 -2.29442
C -1.81288 2.32211 -0.14123
H -2.03617 2.93299 0.75477
H -2.51159 1.46413 -0.19214
H -1.77967 2.90597 -1.07333
C 1.02214 3.09938 0.30054
H 0.95063 3.66020 -0.64714
H 2.03546 2.68833 0.49784
H 0.65464 3.65198 1.19083
C -0.94036 -3.12418 -0.00659
H -0.65521 -3.76930 0.84952
H -0.78650 -3.60352 -0.99030
H -1.97028 -2.73910 0.14981
C 1.90418 -2.31980 -0.19680
H 2.61129 -1.46900 -0.13685
H 1.94003 -2.82988 -1.17325
H 2.08849 -3.00868 0.65029
Eu 0.10093 0.10556 2.25563
C 0.55944 1.66461 -5.40752
C -0.75887 1.71576 -5.14409
C -1.86821 0.91499 -5.76616
C -1.46513 -0.40064 -6.46499
C -0.77231 -1.36189 -5.53923
C 0.53455 -1.43231 -5.22713
C 1.66607 -0.59229 -5.74863
C 1.28870 0.76888 -6.37059
C 0.02979 -1.87116 3.57304
H 1.21914 2.37507 -4.89571
H -1.11699 2.48799 -4.45603
H -2.44216 1.52859 -6.48294
H -2.57640 0.67657 -4.95608
H -2.40554 -0.88468 -6.77709
H -0.89965 -0.18824 -7.38058
H -1.45111 -2.10435 -5.10366
H 0.86507 -2.25206 -4.58123
H 2.26766 -1.15637 -6.48326
H 2.34268 -0.41157 -4.89746
H 2.24008 1.27179 -6.61152
H 0.76008 0.62100 -7.32049
H 0.74541 -1.32673 4.25693
H 0.38426 -2.72825 2.96764
H -1.04937 -1.71210 3.82563
O 2.65081 2.17273 7.32982
S 2.26040 1.10120 6.43773
O 3.25934 0.08974 6.18922
N 1.51017 1.55565 5.07259
C 0.18214 1.30895 5.08794
S -0.80712 2.05278 3.90320
C -0.28925 0.51139 6.20789
C -1.58446 0.00470 6.37733
C -1.88811 -0.71399 7.53090
C -0.86917 -0.91848 8.48283
C 0.44280 -0.41619 8.27273
C 0.74646 0.30723 7.11422
H -2.32227 0.19767 5.59424
H -2.90704 -1.09456 7.67633
H -1.14059 -1.48031 9.38995
H 1.19971 -0.59579 9.03018
*
```

Computed properties:
* Kohn-Sham gap (alpha / beta): 5.9 / 6.0 eV
* energy above the lowest of the compared OMol25 structures with the same formula, charge and spin: 0.0 kJ/mol

Mulliken atomic charge list, values in e, 4 entries: 0.3023, 0.2630, -0.1674, -0.2051

This record from OMol25 describes a cluster of 2 separate species, C22H35F2N2O3 in total at a distorted geometry. The level of theory is ωB97M-V/def2-TZVPD.

```
! RIJCOSX wB97M-V def2-TZVPD def2/J DEFGRID3
* xyz 1 1
C -1.84726 0.58182 1.31810
C -2.34211 -0.39222 0.09622
C -3.43036 0.29309 -0.97411
C -4.04411 -0.53053 -2.25551
C -3.56477 -2.11026 -2.40830
C -2.49758 -2.77693 -1.35809
C -1.80251 -1.96732 -0.06935
C -0.73266 -2.67949 0.94760
C 0.84809 -2.35078 0.63962
C 1.15952 -0.74261 0.44220
C 2.79655 -0.46923 0.30607
C 3.28962 -0.11670 1.86540
C 3.34068 1.48027 2.20434
C 1.85056 2.19681 2.36144
F 2.03567 3.45923 3.11526
C 2.99785 0.80426 -0.69919
C 2.87898 0.48004 -2.29817
C 4.29593 -0.09965 -2.97081
F 1.68507 -0.32928 -2.68447
C 3.61382 -1.82766 -0.09794
N 2.90064 -2.79335 -1.00211
C 1.51242 -3.20454 -0.58545
N 0.66849 -3.25399 -1.85856
H -1.58347 -0.08614 2.27188
H -0.85481 1.18344 1.06568
H -2.70368 1.31350 1.68619
H -3.74154 1.41484 -0.81668
H -4.78820 -0.04758 -3.03866
H -3.95446 -2.80168 -3.29028
H -2.18025 -3.89741 -1.49398
H -0.96528 -2.27089 2.03319
H -0.93160 -3.84959 0.95499
H 1.44052 -2.66766 1.62700
H 0.81372 -0.22823 1.46085
H 0.52902 -0.23600 -0.40310
H 2.62508 -0.73938 2.60084
H 4.40926 -0.51971 1.94272
H 4.07740 2.10903 1.50616
H 3.82914 1.57132 3.29060
H 1.21894 1.47184 3.06891
H 1.26518 2.29916 1.35441
H 2.28989 1.71605 -0.47740
H 4.10572 1.20795 -0.51235
H 2.71983 1.53540 -2.83510
H 4.28875 0.12598 -4.13971
H 4.44183 -1.24920 -2.81560
H 5.19867 0.48269 -2.47700
H 3.87573 -2.38553 0.92356
H 4.63107 -1.52538 -0.59261
H 3.48603 -3.68346 -1.01083
H 2.85041 -2.50304 -2.01890
H 1.57362 -4.33684 -0.21182
H 0.20289 -2.33809 -2.04786
H -0.02936 -4.04094 -1.81471
C -5.79919 4.59769 1.58903
C -4.47947 4.30902 0.95028
O -4.59986 2.95682 0.55131
C -5.93404 2.69882 0.42070
O -6.39395 1.68200 -0.07149
O -6.68581 3.72711 0.91157
H -6.10510 5.63956 1.46033
H -5.80985 4.35268 2.65624
H -4.30086 4.92515 0.06271
H -3.64444 4.43571 1.64479
*
```

Computed properties:
* Kohn-Sham gap: 7.6 eV

natural (NBO) atomic charge list, values in e, 4 entries: -0.6765, -0.0219, -0.2054, -0.2034

This record from OMol25 describes a cluster of 7 separate species, C22H35F3N2O30PS8 in total at a distorted geometry. The level of theory is ωB97M-V/def2-TZVPD.

```
! RIJCOSX wB97M-V def2-TZVPD def2/J DEFGRID3
* xyz 1 1
C 2.10402 -4.20603 -0.11253
C 1.83311 -2.76451 0.21987
C 2.95676 -1.79900 0.10926
N 0.64814 -2.48222 0.59897
O 0.35301 -1.07247 0.43009
C -0.78673 -0.93276 -0.22319
O -1.26753 0.13232 -0.38919
C -1.41357 -2.16682 -0.83560
C -0.92760 -2.46897 -2.10533
C -1.43118 -3.57007 -2.76022
N -2.34642 -4.33096 -2.16789
C -2.82016 -4.06880 -0.93701
S -3.95927 -5.38241 -0.42163
O -3.62809 -5.79843 0.89632
O -3.80704 -6.41679 -1.40364
C -5.74186 -4.80431 -0.55326
F -6.30181 -5.55297 -1.48366
F -6.36938 -5.00655 0.57676
F -5.78830 -3.52976 -0.93859
C -2.40349 -2.96630 -0.20264
P -3.03841 -2.55347 1.48368
O -4.47842 -3.22293 1.72001
O -2.07309 -3.34933 2.42610
S -3.17589 -0.69406 1.83822
H 2.77837 -4.24192 -0.95948
H 1.16081 -4.69879 -0.32615
H 2.55192 -4.69944 0.74833
H 3.61574 -2.07609 -0.71026
H 3.55218 -1.83852 1.01847
H 2.65427 -0.77140 -0.05803
H -0.17460 -1.85092 -2.56459
H -1.05587 -3.84206 -3.73369
H -2.68696 -5.15921 -2.65923
H -5.11401 -2.73958 1.17158
H -2.28315 -3.11765 3.35258
C 7.60238 1.76164 0.78198
C 6.56997 2.14915 -0.25101
O 5.78938 0.95182 -0.43771
S 5.71589 0.14892 0.94025
O 4.48912 0.46085 1.58740
O 6.09953 -1.19539 0.69753
O 6.88965 0.90889 1.69820
H 8.41602 1.18672 0.33788
H 8.01026 2.61985 1.30746
H 7.02008 2.45998 -1.18812
H 5.90718 2.93437 0.11968
C 6.39068 2.99509 -5.51559
C 5.62249 2.06493 -4.60728
O 6.55113 1.00890 -4.31468
S 8.03958 1.59914 -4.27681
O 8.40044 1.86058 -2.92649
O 8.85699 0.81052 -5.11898
O 7.72801 2.99607 -4.98557
H 6.42441 2.61545 -6.53449
H 5.98653 4.00400 -5.51554
H 4.72916 1.66724 -5.07862
H 5.35397 2.55417 -3.66733
C -0.70737 1.46000 3.04326
C 0.34501 2.32217 2.38271
O -0.02799 3.66212 2.73268
S -0.69873 3.67209 4.18932
O 0.27809 4.03174 5.14949
O -1.94273 4.34548 4.10129
O -0.96019 2.09597 4.30236
H -1.63270 1.45503 2.46895
H -0.37209 0.43798 3.19972
H 0.36471 2.20348 1.30306
H 1.33936 2.12398 2.78995
C -6.74049 -1.76286 6.15400
C -6.70860 -2.04208 4.66754
O -5.69372 -1.15732 4.16264
S -4.55179 -0.96821 5.26886
O -3.47380 -1.85285 4.97653
O -4.34475 0.41717 5.46193
O -5.36069 -1.55964 6.50570
H -7.29132 -0.84836 6.38057
H -7.15521 -2.58741 6.72631
H -7.65953 -1.84020 4.18300
H -6.40141 -3.06974 4.45838
C -6.88427 4.01908 6.46086
C -6.32082 2.63450 6.23450
O -7.15400 1.77535 7.03078
S -8.64470 2.36009 7.06927
O -9.42264 1.67987 6.09495
O -9.05616 2.44622 8.42034
O -8.30774 3.82127 6.51511
H -6.55754 4.43464 7.41554
H -6.63058 4.70858 5.66103
H -5.28444 2.54128 6.54005
H -6.41816 2.33026 5.19092
C 5.76524 2.93419 -10.66174
C 4.34459 2.81253 -11.17075
O 3.59313 2.38529 -10.02139
S 4.22951 3.01814 -8.70232
O 3.50660 4.18100 -8.34126
O 4.46416 1.96786 -7.77373
O 5.62442 3.47027 -9.33575
H 6.25002 1.95928 -10.58851
H 6.37358 3.59644 -11.27056
H 4.24663 2.08923 -11.97445
H 3.95080 3.77641 -11.49775
*
```

Computed properties:
* Kohn-Sham gap: 6.9 eV
* energy above the lowest of the compared OMol25 structures with the same formula, charge and spin: 0.0 kJ/mol

Mulliken atomic charge list, values in e, 4 entries: -1.3667, 0.6644, -1.0653, -0.3635